[1]
C60H150O30 | ωB97M-V/def2-TZVPD

```
240
Properties=species:S:1:pos:R:3
C 2.81474 2.11819 7.95911
O 1.94962 2.96564 7.13168
C 1.48707 2.41506 5.95221
C 0.78939 3.43246 5.09645
O -0.55031 3.59936 5.52574
C -1.36849 4.43784 4.79121
H 3.15885 2.69048 8.84626
H 3.69230 1.74066 7.46477
H 2.25963 1.24138 8.28057
H 0.92068 1.46574 6.13548
H 2.38300 2.19223 5.36155
H 0.80314 3.06969 4.07523
H 1.28156 4.41666 5.14087
H -0.86920 5.37925 4.63235
H -2.33694 4.56077 5.26124
H -1.58456 4.10177 3.75033
C 1.87504 -3.74148 -2.34692
O 1.24735 -2.86244 -3.22985
C 2.06604 -1.73843 -3.51461
C 1.56978 -1.02294 -4.71343
O 1.97660 -1.73337 -5.88659
C 1.48718 -1.19193 -7.08430
H 2.87708 -3.98456 -2.72287
H 1.28005 -4.62005 -2.27160
H 2.01759 -3.25861 -1.40797
H 3.08049 -2.13534 -3.65472
H 2.05313 -1.04181 -2.67656
H 1.98353 -0.01641 -4.74672
H 0.46758 -0.97928 -4.59708
H 1.77163 -1.89865 -7.85154
H 1.96604 -0.26843 -7.40420
H 0.41970 -0.95636 -7.02198
C 4.30687 1.59976 -3.84295
O 3.24442 1.37779 -2.92844
C 2.09507 2.12287 -3.36341
C 1.07794 1.94214 -2.28910
O -0.03484 2.72551 -2.71774
C -0.89285 3.04116 -1.66440
H 4.10211 1.04311 -4.77933
H 5.27317 1.25225 -3.44560
H 4.44883 2.63313 -4.10071
H 1.70096 1.93520 -4.35444
H 2.38385 3.18552 -3.49577
H 1.45033 2.34316 -1.33974
H 0.81193 0.87914 -2.19533
H -1.42025 2.17301 -1.29638
H -1.56842 3.79824 -2.06550
H -0.42942 3.60556 -0.79016
C -6.84238 4.75020 0.95578
O -5.66137 4.29071 1.50972
C -4.50052 5.09904 1.44537
C -3.32962 4.28998 1.95264
O -2.98031 3.22129 1.16495
C -2.34782 2.07770 1.84255
H -7.13587 5.68202 1.45846
H -7.59182 3.96344 1.08822
H -6.70525 4.94797 -0.17291
H -4.64405 5.91120 2.14666
H -4.41874 5.48385 0.43771
H -3.58558 3.92529 2.94102
H -2.52062 5.07522 2.00389
H -1.27850 2.32986 2.11920
H -2.32541 1.36987 0.97418
H -2.93232 1.72870 2.64630
C -3.72902 -7.31662 0.40305
O -2.33445 -7.22182 0.46398
C -1.87712 -5.88615 0.49144
C -0.35334 -5.83418 0.71073
O 0.46456 -6.21451 -0.43812
C 0.48553 -7.56186 -0.71157
H -4.23678 -6.75960 1.22455
H -4.10376 -8.34212 0.51938
H -4.16822 -6.88349 -0.49324
H -2.30474 -5.40980 1.35734
H -2.22087 -5.32706 -0.36197
H -0.00416 -6.38654 1.60523
H -0.12870 -4.83460 0.91030
H -0.38455 -7.98841 -1.21547
H 0.72156 -8.09588 0.19471
H 1.38378 -7.69269 -1.32600
C -2.16630 1.37282 -8.88923
O -2.70934 2.11491 -7.80405
C -1.66209 2.45194 -6.95532
C -2.02100 2.25810 -5.50376
O -2.15194 0.90140 -5.31346
C -1.98642 0.48153 -4.00429
H -1.59462 2.05143 -9.51330
H -2.96722 0.94901 -9.51151
H -1.56471 0.45541 -8.60835
H -1.41391 3.52633 -7.07915
H -0.75003 1.81318 -7.08532
H -2.96370 2.80851 -5.35089
H -1.23352 2.65590 -4.83804
H -1.98305 -0.63133 -3.97858
H -2.69109 0.81337 -3.24769
H -0.98942 0.75210 -3.48735
C 6.50142 3.62177 -1.00481
O 5.79204 2.40816 -0.80988
C 6.45685 1.40077 -0.12132
C 5.86961 0.12116 -0.63724
O 6.24156 -0.12805 -1.93816
C 5.77896 -1.36786 -2.41798
H 7.07618 3.90645 -0.09727
H 5.71844 4.34040 -1.14586
H 7.19526 3.67978 -1.84535
H 6.32656 1.49938 0.98672
H 7.53623 1.35828 -0.36981
H 4.79214 0.06822 -0.46045
H 6.26013 -0.65337 -0.01914
H 4.70248 -1.31379 -2.57309
H 6.00920 -2.19963 -1.77458
H 6.21454 -1.49333 -3.42234
C -0.70788 -0.27516 4.35821
O -2.11994 -0.13764 4.24039
C -2.74826 0.57004 5.28428
C -4.27237 0.50809 5.06846
O -4.75348 1.23968 4.01963
C -6.19274 1.35361 4.07159
H -0.54033 -0.95381 5.24456
H -0.04570 0.58659 4.27039
H -0.52247 -0.92472 3.50644
H -2.34305 1.62067 5.40126
H -2.46196 0.15520 6.27255
H -4.61327 0.91700 6.00225
H -4.66435 -0.48780 5.07105
H -6.46338 2.04485 4.84360
H -6.75351 0.41901 4.33181
H -6.53951 1.69841 3.08181
C -1.10713 -3.25723 -6.61937
O -1.64224 -4.48601 -6.16327
C -1.00987 -4.82340 -4.91598
C -1.56965 -4.07303 -3.67328
O -2.81945 -4.45869 -3.20127
C -3.92188 -3.95208 -3.90601
H -1.50682 -3.12368 -7.62387
H 0.01148 -3.34593 -6.65833
H -1.35260 -2.41783 -5.96629
H 0.03174 -4.50235 -4.94907
H -1.04969 -5.89030 -4.72483
H -1.62752 -2.98733 -3.84713
H -0.89881 -4.20013 -2.79594
H -3.97723 -4.36996 -4.93510
H -3.90339 -2.88592 -3.87688
H -4.84218 -4.22066 -3.37942
C -4.81217 0.06519 0.94919
O -4.72024 -0.41994 -0.39750
C -5.67533 0.21913 -1.25083
C -5.45484 -0.40018 -2.61748
O -6.33416 0.38130 -3.40143
C -6.24703 0.20612 -4.78772
H -4.05275 -0.32728 1.53230
H -5.83482 -0.17425 1.38817
H -4.78143 1.14756 0.98242
H -5.50243 1.29453 -1.27186
H -6.69152 0.03881 -0.90625
H -5.66122 -1.46310 -2.64483
H -4.45420 -0.19014 -2.94805
H -7.02797 0.70393 -5.30246
H -6.38375 -0.87236 -4.99857
H -5.35057 0.54983 -5.27730
C 3.06672 -2.72516 1.67887
O 4.03945 -3.73732 1.61977
C 3.55083 -4.94469 1.08483
C 4.80383 -5.87612 0.97503
O 5.07482 -6.53302 2.13823
C 5.99895 -7.57465 2.09083
H 2.69322 -2.64764 2.68851
H 2.19737 -2.83799 0.95500
H 3.53396 -1.75979 1.47182
H 3.14088 -4.83330 0.07903
H 2.71627 -5.39701 1.75543
H 5.61884 -5.22132 0.71630
H 4.59745 -6.56328 0.12469
H 5.50685 -8.47189 1.58820
H 6.22272 -7.86218 3.08973
H 6.94395 -7.24223 1.61569
C -1.07126 -3.85037 3.47081
O -2.38949 -4.30685 3.39754
C -3.20102 -3.21438 2.99329
C -4.63134 -3.73207 2.94821
O -4.95477 -4.47930 1.83573
C -5.08536 -3.67625 0.68460
H -0.47553 -4.68907 3.73544
H -0.95331 -3.15635 4.28292
H -0.63129 -3.33806 2.62678
H -2.90812 -2.92250 1.97419
H -3.14425 -2.40460 3.72969
H -5.34067 -2.91164 3.15007
H -4.77902 -4.36821 3.80673
H -5.42858 -2.65867 0.94313
H -5.68086 -4.21278 -0.03567
H -4.07655 -3.58785 0.21947
C 4.17577 4.76602 6.21903
O 5.30164 4.04881 6.71150
C 6.23984 3.65293 5.73255
C 5.80815 2.52550 4.75946
O 4.68699 2.75301 3.97934
C 4.82459 3.66122 2.88975
H 3.70604 4.17924 5.43499
H 4.47695 5.76950 5.91393
H 3.52466 4.84171 7.09952
H 7.07330 3.24979 6.28832
H 6.63439 4.45212 5.20316
H 5.63877 1.63242 5.36698
H 6.65842 2.29105 4.14678
H 4.95175 4.70030 3.24774
H 3.82709 3.63774 2.43699
H 5.61039 3.35833 2.15867
C 1.21131 7.43206 -1.94281
O 1.91638 6.73008 -0.89497
C 2.14650 5.33233 -1.23755
C 2.75295 4.65679 0.02639
O 1.82158 4.07973 0.95750
C 1.08101 5.10164 1.63303
H 0.22539 7.00437 -2.06109
H 1.63548 7.40160 -2.97262
H 1.11721 8.48979 -1.67565
H 2.92305 5.31138 -2.03436
H 1.19973 4.81263 -1.48492
H 3.35772 5.38742 0.56124
H 3.44192 3.88608 -0.32187
H 1.68356 6.01593 1.72980
H 0.72799 4.65963 2.55575
H 0.17706 5.51492 1.21974
C 2.22589 0.97967 2.38388
O 1.20155 0.08001 1.95335
C 0.91832 0.19910 0.54269
C -0.18210 -0.82044 0.34322
O -0.76811 -0.79834 -0.94733
C -1.68538 -1.85035 -1.06753
H 2.03114 2.00400 2.15965
H 3.15647 0.76620 1.89051
H 2.39098 0.86329 3.46086
H 1.76525 0.02318 -0.09445
H 0.47745 1.19654 0.36624
H -0.96313 -0.66404 1.12801
H 0.15609 -1.80865 0.63280
H -2.14618 -1.81898 -2.05784
H -2.54956 -1.67966 -0.38056
H -1.18084 -2.81825 -0.90709
```

Results
- Energy above the lowest of the compared OMol25 structures with the same formula, charge and spin: 45.05 kcal per mole
- LUMO: 0.45 eV
- Charge: 0
- E_HOMO: -0.3257 hartree
- Strongest force on any atom: 3.55 eV Å⁻¹

These are the Löwdin partial charges, in e, on atoms 1 to 6:
1. C -0.05
2. O -0.20
3. C -0.24
4. C -0.19
5. O -0.18
6. C -0.13

---

[2]
C60H160N10O20 | ωB97M-V/def2-TZVPD

```
250
Properties=species:S:1:pos:R:3
C -26.55084 -16.19314 -4.47580
C -25.87483 -15.15715 -5.42551
C -25.60776 -13.76257 -4.86712
O -26.82590 -13.17553 -4.60580
C -26.76821 -11.78162 -4.39701
N -24.72905 -15.73134 -6.06523
H -25.98310 -16.18460 -3.54537
H -26.65788 -17.20296 -4.87192
H -27.54818 -15.86740 -4.18037
H -26.65940 -14.95288 -6.15409
H -25.02003 -13.22783 -5.61327
H -25.06631 -13.86526 -3.92671
H -27.71980 -11.30513 -4.16135
H -26.33105 -11.35919 -5.30174
H -26.05314 -11.54279 -3.60980
H -24.21504 -16.08203 -5.26968
H -24.13218 -14.94512 -6.27908
C -18.09748 0.35706 -7.52540
C -17.97463 -1.18004 -7.40792
C -19.26582 -2.00370 -7.28602
O -19.79368 -1.91938 -5.92081
C -20.96320 -2.68004 -5.52647
N -17.18641 -1.63515 -8.47000
H -18.76007 0.66291 -8.33504
H -17.11958 0.81516 -7.67359
H -18.49226 0.83691 -6.62986
H -17.34656 -1.39838 -6.54424
H -19.13816 -3.08510 -7.33489
H -19.89695 -1.70008 -8.12123
H -20.87255 -3.68214 -5.94561
H -21.83420 -2.04547 -5.69016
H -20.69056 -2.79572 -4.47748
H -17.76971 -1.42624 -9.26763
H -16.39281 -1.02484 -8.60351
C -18.24557 -11.79052 -3.05826
C -17.54011 -11.56128 -1.72763
C -16.95410 -12.76825 -0.95813
O -17.91167 -13.87823 -0.94278
C -18.97717 -13.70921 -0.07076
N -16.43531 -10.62770 -1.89161
H -18.80242 -10.88706 -3.30682
H -18.90087 -12.61218 -2.76918
H -17.52571 -11.97314 -3.85610
H -18.21333 -11.05639 -1.03485
H -16.58228 -12.42973 0.00895
H -16.02255 -13.00691 -1.47133
H -18.83288 -12.78745 0.49285
H -19.16370 -14.49929 0.65661
H -19.91040 -13.56680 -0.61565
H -16.74552 -9.74136 -2.26345
H -15.76612 -10.92753 -2.58615
C -29.29280 -7.40690 1.63205
C -28.09959 -6.87028 1.01160
C -27.63281 -7.77695 -0.11833
O -26.60258 -8.67833 0.36884
C -26.21931 -9.61967 -0.72416
N -28.41442 -5.51012 0.70725
H -29.41201 -6.67963 2.43516
H -29.09664 -8.36516 2.11304
H -30.24021 -7.43761 1.09392
H -27.33544 -6.90576 1.78807
H -27.26172 -7.16088 -0.93739
H -28.42550 -8.27581 -0.67590
H -26.97139 -9.90843 -1.45839
H -25.82113 -10.48951 -0.20173
H -25.45052 -9.12809 -1.32033
H -29.36215 -5.31119 0.42032
H -27.84548 -5.15373 -0.04733
C -22.99888 -12.38443 -8.05483
C -23.03390 -13.59434 -9.06094
C -21.82492 -14.51945 -8.80403
O -21.62973 -15.30923 -9.94031
C -21.13217 -16.58723 -9.55581
N -24.30691 -14.27612 -8.96240
H -22.82909 -12.78386 -7.05497
H -23.90044 -11.79914 -8.23574
H -22.15196 -11.77787 -8.37565
H -22.89333 -13.14092 -10.04214
H -21.89277 -15.03160 -7.84424
H -20.93596 -13.90953 -8.64322
H -21.93813 -17.09856 -9.02941
H -20.15603 -16.62731 -9.07247
H -20.79808 -17.15547 -10.42391
H -25.03814 -13.60122 -8.78947
H -24.43976 -15.01287 -8.28444
C -19.79625 -9.60295 -11.17055
C -19.48386 -10.97338 -10.59938
O -18.74214 -10.71256 -9.44666
H -20.26722 -9.06996 -10.34459
H -20.39211 -9.69210 -12.07890
H -18.88360 -9.08712 -11.46904
H -18.65594 -11.32057 -11.21754
H -20.39916 -11.56516 -10.60954
H -17.82776 -10.64012 -9.72995
C -26.25136 -2.20909 -3.49225
C -26.60680 -3.13586 -4.67439
O -26.16787 -4.46969 -4.44190
H -26.92332 -2.44293 -2.66648
H -26.38890 -1.17025 -3.79224
H -25.19042 -2.14487 -3.25066
H -26.26156 -2.71178 -5.61729
H -27.67542 -3.34787 -4.70898
H -26.53090 -4.99162 -5.16121
C -15.95962 -6.07105 -8.03455
C -15.02456 -5.06433 -8.73594
O -13.70899 -5.33966 -8.42408
H -16.96198 -5.87467 -8.41512
H -15.98477 -6.05362 -6.94498
H -15.64259 -7.10860 -8.13984
H -15.31880 -4.04741 -8.47633
H -15.04282 -5.16960 -9.82069
H -13.17930 -4.60493 -8.74216
C -22.20636 -11.30475 0.66343
C -21.60014 -10.47831 -0.44580
O -22.47696 -10.64817 -1.62217
H -23.05065 -10.72619 1.03829
H -21.59507 -11.37504 1.56315
H -22.44723 -12.33648 0.40728
H -20.62742 -10.85960 -0.75647
H -21.68603 -9.41488 -0.22255
H -21.89219 -10.50489 -2.36991
C -24.75164 -5.42501 0.40032
C -25.21097 -5.20599 -0.98606
O -26.52418 -4.84225 -1.24843
H -23.74923 -5.84541 0.48133
H -25.34070 -6.23368 0.83296
H -25.01677 -4.58158 1.03785
H -24.95178 -6.07543 -1.59022
H -24.61212 -4.42914 -1.46144
H -26.56045 -4.96386 -2.20000
C -23.20039 -5.32144 4.78695
O -21.97141 -5.94685 5.20967
C -21.02742 -6.31920 4.20715
C -20.94406 -5.47299 2.89168
N -20.21886 -6.30399 1.92394
C -20.33866 -5.74014 0.62370
C -19.86045 -6.72232 -0.46490
O -20.23023 -6.35203 -1.76554
C -19.76432 -7.21062 -2.87214
H -23.12037 -4.28335 4.46439
H -23.95383 -5.33487 5.57451
H -23.52429 -5.92310 3.93773
H -21.33847 -7.33437 3.96059
H -20.05166 -6.52083 4.64911
H -20.46607 -4.50520 3.04335
H -21.93165 -5.33597 2.45125
H -19.26073 -6.27637 2.24225
H -19.65398 -4.89350 0.57377
H -21.36130 -5.45241 0.37968
H -20.21264 -7.71268 -0.17639
H -18.77523 -6.82129 -0.48946
H -19.55712 -8.21835 -2.51208
H -18.93772 -6.82916 -3.47157
H -20.60270 -7.30833 -3.56183
C -14.83205 -16.71689 -2.43279
O -15.70077 -16.72393 -3.59689
C -16.47551 -15.54444 -3.74417
C -17.51128 -15.41420 -4.91466
N -17.09543 -15.69385 -6.36571
C -15.99910 -14.71948 -6.72502
C -16.47218 -13.37953 -7.24760
O -16.61292 -12.50388 -6.11624
C -17.31827 -11.28893 -6.52267
H -14.18864 -17.59557 -2.47798
H -15.43842 -16.65246 -1.52932
H -14.14937 -15.87646 -2.55823
H -15.90221 -14.62158 -3.83224
H -17.01342 -15.35644 -2.81498
H -17.76161 -14.35774 -5.01117
H -18.46090 -15.94732 -4.86874
H -16.77426 -16.65143 -6.36823
H -15.49428 -15.20056 -7.56278
H -15.18130 -14.61893 -6.01145
H -17.40866 -13.56957 -7.77198
H -15.85525 -12.97716 -8.05108
H -17.07604 -11.01031 -7.54825
H -17.07249 -10.54268 -5.76716
H -18.37598 -11.54800 -6.47532
C -23.27475 -5.70802 -4.09779
O -23.12037 -7.03203 -4.66572
C -23.40793 -8.10994 -3.74868
C -23.03916 -9.50801 -4.30401
N -21.56071 -9.79832 -4.23210
C -21.12288 -10.48267 -5.42276
C -20.66141 -9.49832 -6.54311
O -19.59951 -8.72880 -6.09397
C -19.14357 -7.81409 -7.07724
H -23.22986 -5.19666 -5.05934
H -22.39882 -5.55013 -3.46858
H -24.21097 -5.36145 -3.66022
H -24.47100 -8.08627 -3.50908
H -22.93153 -7.97334 -2.77786
H -23.42560 -9.56872 -5.32140
H -23.74816 -10.05459 -3.68221
H -21.11713 -8.89468 -4.31443
H -21.92188 -11.10682 -5.82292
H -20.20668 -11.04048 -5.22906
H -21.41387 -8.71034 -6.51194
H -20.54294 -9.93222 -7.53598
H -18.57452 -6.99565 -6.63626
H -20.04830 -7.34906 -7.46875
H -18.61342 -8.26607 -7.91555
C -21.23731 -3.11622 -1.63850
O -21.54570 -2.64863 -0.33311
C -22.07446 -1.35937 -0.33384
C -23.36567 -0.99016 -1.11304
N -24.29517 -0.11053 -0.32897
C -24.87398 -0.74028 0.86724
C -26.12790 -1.63971 0.59267
O -27.09843 -0.83535 0.00521
C -28.49567 -1.21425 0.36131
H -21.13776 -4.18950 -1.80059
H -20.53307 -2.51525 -2.21380
H -22.06590 -2.93692 -2.32363
H -21.29300 -0.79026 -0.83736
H -22.08794 -0.85318 0.63140
H -23.86645 -1.93989 -1.30107
H -23.01603 -0.48285 -2.01220
H -24.98619 0.15749 -1.01508
H -25.07606 -0.06991 1.70263
H -24.15552 -1.46307 1.25387
H -26.51093 -1.96410 1.56022
H -25.93221 -2.56237 0.04633
H -28.58317 -1.03891 1.43355
H -28.72004 -2.25798 0.14138
H -29.29810 -0.64274 -0.10516
C -21.41856 -14.44144 -4.93250
O -22.08321 -15.68583 -4.65194
C -21.67545 -16.85255 -5.30027
C -21.01829 -17.73601 -4.23522
N -20.35206 -18.91001 -4.84990
C -19.42116 -19.61491 -3.94552
C -20.06488 -20.12605 -2.61864
O -21.12787 -21.08404 -3.04532
C -22.30739 -20.94112 -2.24636
H -21.88077 -13.62551 -4.37689
H -21.42743 -14.24769 -6.00511
H -20.39560 -14.49817 -4.56045
H -20.91177 -16.68511 -6.05977
H -22.51031 -17.36037 -5.78322
H -21.68012 -17.96907 -3.40110
H -20.23590 -17.12011 -3.79178
H -20.76774 -19.63039 -5.42293
H -18.52724 -19.03249 -3.72240
H -18.93800 -20.46505 -4.42711
H -20.56782 -19.31132 -2.09772
H -19.34007 -20.27441 -1.81818
H -23.20824 -21.51613 -2.46074
H -22.72127 -19.94192 -2.38206
H -22.06384 -21.21129 -1.21884
```

Results
- LUMO: 0.11 eV
- Charge: 0
- E_HOMO: -0.3129 hartree
- Strongest force on any atom: 3.54 eV Å⁻¹

These are the Löwdin partial charges, in e, on atoms 1 to 6:
1. C -0.04
2. C -0.44
3. C -0.23
4. O -0.17
5. C -0.09
6. N 0.06